No. 1
39
Properties=species:S:1:pos:R:3:forces:R:3:mulliken_spin:R:1 method="wB97M-V/def2-TZVPD" multiplicity=5 lumo_energy_ev="-7.714 / -7.970" gap_ev="3.64 / 3.38" total_charge=+1 max_force_ev_per_a=2.0 s_squared=6.009 relative_energy_kj_mol=248.0
Fe 3.4486 -0.9772 0.5241 -1.781 0.760 -0.269 3.648
O 1.8551 -0.2564 0.2846 1.714 -0.873 0.037 0.322
H 1.0189 0.2030 0.4079 0.066 -0.018 0.084 0.025
C -0.3834 0.7773 -2.5619 -0.340 -0.031 -0.597 0.000
O -0.9836 0.0162 -3.2866 -0.146 -0.002 0.119 0.000
N 0.3072 1.8622 -2.9661 1.443 0.030 0.000 0.000
C 0.2975 2.3664 -4.3255 -0.880 -0.283 -0.120 0.000
C 1.3247 2.4182 -2.0711 -1.304 0.718 0.137 -0.002
H -0.4287 0.6840 -1.4580 0.277 -0.100 0.055 0.000
H 0.5042 3.4330 -4.2652 0.061 -0.002 -0.236 0.000
H -0.7050 2.2127 -4.7256 0.001 0.139 -0.012 0.000
H 0.9669 1.8632 -5.0261 0.311 0.004 0.290 0.000
H 2.2398 2.7701 -2.5453 0.012 -0.602 -0.430 0.000
H 0.8852 3.3305 -1.6542 0.290 -0.129 0.588 0.000
H 1.5253 1.6584 -1.3212 0.289 0.346 0.257 0.000
C -2.3334 -2.7897 -1.4409 -0.574 -0.080 0.421 0.000
O -3.1240 -3.3005 -2.1968 0.214 0.047 -0.191 0.001
N -1.6241 -3.4790 -0.4975 0.059 0.534 -0.102 0.001
C -0.7263 -2.8274 0.4182 1.064 -0.123 -0.649 0.000
C -1.7533 -4.9129 -0.3873 -0.150 -0.344 0.230 0.000
H -2.1860 -1.6990 -1.3780 0.181 -0.007 -0.143 0.000
H -0.8866 -3.1295 1.4529 0.057 -0.179 -0.019 0.000
H -0.6797 -1.7374 0.3941 -0.890 0.051 -0.302 0.001
H 0.2844 -3.0810 0.0581 0.231 -0.281 0.701 0.000
H -2.2620 -5.1361 0.5543 -0.179 -0.264 -0.159 0.000
H -2.3009 -5.2900 -1.2459 -0.325 0.150 0.146 0.000
H -0.8149 -5.4762 -0.3784 0.301 0.500 0.024 0.000
C 0.9389 2.5860 2.0697 -0.706 0.102 1.232 0.000
O 0.3712 3.6038 1.7649 0.357 0.216 -0.717 0.001
N 0.5937 1.8508 3.1593 1.370 -0.402 -0.176 0.000
C 1.2236 0.5635 3.3909 -1.626 -0.998 -0.230 0.002
C -0.3868 2.2556 4.1342 -0.495 -0.124 0.547 0.001
H 1.8115 2.1261 1.5706 -0.002 0.240 -0.399 0.001
H 0.5186 -0.1657 2.9609 0.167 -0.372 0.296 -0.002
H 1.2718 0.3269 4.4520 0.319 0.231 0.032 0.001
H 2.1622 0.3196 2.8889 0.219 0.880 0.126 -0.001
H -1.1128 1.4629 4.3396 0.046 -0.115 -0.329 0.000
H 0.0887 2.4432 5.1006 0.103 0.264 -0.111 0.000
H -0.9466 3.1245 3.8058 0.244 0.114 -0.132 0.000



No. 2
12
Properties=species:S:1:pos:R:3:forces:R:3:nbo_charge:R:1 method="wB97M-V/def2-TZVPD" lumo_energy_ev=-0.595 gap_ev=9.43 total_charge=0 max_force_ev_per_a=4.1 relative_energy_kj_mol=251.6
C 1.1531 0.7571 0.1537 -0.848 -0.023 -0.760 0.197
C -1.1677 0.5177 -0.0793 -2.719 3.085 0.362 0.557
C -2.3811 -0.4122 -0.0186 0.940 -1.256 -0.503 0.357
H 3.4500 -1.1818 -0.1145 -1.157 0.611 0.066 0.488
H 0.8822 1.7984 0.3158 0.127 -0.245 -0.049 0.231
H 0.0977 -1.0824 -0.1105 -0.017 -0.393 0.038 0.453
H -3.4156 0.0478 -0.1965 1.202 -0.626 0.429 0.165
N 2.3817 0.4608 0.1049 -0.082 -1.969 0.213 -0.133
N 0.0205 -0.0851 -0.0991 2.198 1.401 0.580 -0.619
O 2.4823 -0.9823 -0.0906 0.881 0.826 -0.077 -0.621
O -1.4022 1.7450 -0.0265 0.941 -2.290 -0.197 -0.581
O -2.1009 -1.5830 0.1613 -1.466 0.879 -0.102 -0.494



No. 3
84
Properties=species:S:1:pos:R:3:forces:R:3:lowdin_charge:R:1 method="wB97M-V/def2-TZVPD" lumo_energy_ev=-5.081 gap_ev=7.31 total_charge=+2 max_force_ev_per_a=0.2 relative_energy_kj_mol=9.0
Y -0.0546 -0.4807 0.0115 0.028 -0.016 0.139 1.552
C 0.0641 -0.9612 -3.3684 -0.057 -0.051 -0.021 -0.158
C 1.4331 -0.3209 -3.4741 0.036 0.043 -0.006 -0.112
C 1.7230 0.9217 -2.6752 -0.052 -0.018 0.058 -0.253
C 2.7989 1.7009 -3.0926 -0.023 -0.033 -0.007 0.001
C 3.0938 2.8804 -2.4432 0.063 0.002 -0.036 -0.014
C 2.2796 3.2712 -1.3918 -0.051 0.026 0.058 -0.028
C 1.2477 2.4395 -1.0218 -0.052 -0.037 0.027 -0.144
N 0.9639 1.2647 -1.6206 0.094 0.032 -0.141 0.043
N -0.1960 -1.8008 -2.1724 0.011 0.045 0.008 -0.209
C 0.8094 -2.8746 -2.0426 0.006 -0.037 0.025 -0.145
C 0.5846 -3.6509 -0.7716 0.026 0.004 -0.048 -0.266
C 1.0127 -4.9658 -0.6786 -0.024 -0.009 0.009 0.014
C 0.7413 -5.6834 0.4721 -0.015 0.001 0.031 -0.015
C 0.0155 -5.0703 1.4833 0.008 -0.011 0.008 -0.025
C -0.3613 -3.7536 1.3173 0.029 0.020 -0.055 -0.111
N -0.0625 -3.0311 0.2265 -0.027 -0.071 0.058 0.039
C -1.5126 -2.4489 -2.3654 0.065 -0.033 -0.013 -0.121
C -2.6794 -1.7032 -1.7982 -0.040 0.043 0.021 -0.246
C -3.9320 -1.8350 -2.3834 -0.012 -0.005 0.008 0.011
C -5.0351 -1.2920 -1.7522 -0.039 -0.017 -0.037 -0.014
C -4.8518 -0.6286 -0.5484 0.036 0.032 0.061 -0.020
C -3.5685 -0.5081 -0.0593 -0.026 -0.025 -0.050 -0.131
N -2.4844 -1.0202 -0.6626 -0.080 -0.033 -0.009 0.037
H -0.7227 -0.2021 -3.4096 0.015 0.026 0.009 0.127
H -0.0661 -1.5896 -4.2573 0.012 -0.013 -0.005 0.134
H 2.2266 -1.0492 -3.2926 -0.009 0.023 0.039 0.063
H 1.5572 -0.0451 -4.5236 -0.022 0.002 -0.008 0.138
H 3.3889 1.3661 -3.9358 0.004 0.021 0.001 0.131
H 3.9310 3.4899 -2.7566 -0.006 0.002 -0.006 0.127
H 2.4402 4.1973 -0.8578 0.015 -0.009 -0.007 0.121
H 0.6196 2.7097 -0.1848 -0.008 0.014 -0.029 0.091
H 0.7559 -3.5571 -2.8997 -0.012 0.012 -0.013 0.151
H 1.8069 -2.4461 -2.0074 -0.002 0.007 0.022 0.038
H 1.5391 -5.4197 -1.5081 -0.012 0.009 0.004 0.131
H 1.0668 -6.7107 0.5690 -0.003 0.008 0.001 0.126
H -0.2568 -5.5988 2.3857 0.005 -0.008 -0.012 0.119
H -0.9329 -3.2490 2.0831 0.003 -0.017 0.002 0.097
H -1.6788 -2.6568 -3.4263 0.004 0.010 -0.014 0.137
H -1.5006 -3.4174 -1.8636 -0.006 0.000 0.007 0.139
H -4.0339 -2.3736 -3.3161 0.003 0.005 0.002 0.129
H -6.0216 -1.3867 -2.1863 0.010 -0.007 -0.003 0.127
H -5.6804 -0.1967 -0.0051 0.004 -0.005 -0.007 0.123
H -3.3940 0.0435 0.8528 -0.008 0.024 0.013 0.082
Cl 6.4625 2.4603 1.3677 0.025 0.011 0.002 0.744
C 5.1598 1.4257 0.9018 -0.046 0.006 0.019 -0.607
C 5.3646 0.4461 -0.0228 -0.009 0.006 0.001 -0.156
C 4.3132 -0.4094 -0.4163 0.015 0.050 0.099 -0.621
I 4.7270 -1.9058 -1.7937 -0.009 -0.041 -0.029 1.047
C 3.0434 -0.2855 0.1040 0.044 0.048 -0.026 -0.425
O 2.0235 -1.0488 -0.2179 -0.063 -0.028 0.026 -0.277
C 2.8303 0.7581 1.0640 0.057 -0.075 -0.070 -0.162
N 1.5565 0.8744 1.5389 0.012 0.032 -0.020 0.035
C 1.3317 1.7679 2.4808 -0.070 -0.022 -0.007 -0.131
C 2.3098 2.6347 2.9820 0.084 -0.003 -0.023 -0.018
C 3.5804 2.5632 2.4721 -0.051 0.020 0.032 0.011
C 3.8782 1.6018 1.4884 0.020 -0.042 -0.029 -0.165
H 6.3475 0.3180 -0.4555 -0.001 0.007 0.009 0.102
H 0.3264 1.8070 2.8858 0.014 -0.003 -0.016 0.093
H 2.0557 3.3396 3.7610 0.006 0.004 -0.009 0.115
H 4.3639 3.2215 2.8225 -0.019 0.007 0.017 0.104
S -1.5859 -0.9587 4.8555 -0.011 -0.031 0.048 1.110
C 0.0313 -1.4212 4.5581 -0.017 0.005 -0.015 -0.343
C 0.3141 -1.2856 3.2414 0.026 0.011 -0.029 -0.271
N -0.7292 -0.8210 2.4633 0.070 0.017 -0.001 -0.117
C -1.7896 -0.6204 3.2108 0.025 -0.020 -0.111 -0.482
H 0.6807 -1.7637 5.3471 -0.011 0.007 -0.008 0.089
H 1.2638 -1.5131 2.7784 -0.007 0.013 0.020 0.119
H -2.7358 -0.2732 2.8248 -0.010 0.006 0.027 0.070
N -2.7765 3.9135 3.5627 -0.042 0.003 -0.056 0.180
C -3.6261 3.6995 2.5158 0.012 -0.077 -0.026 -0.500
O -4.8254 3.8276 2.5740 0.002 0.027 0.023 0.108
C -2.9979 3.1829 1.2464 0.004 0.027 0.029 -0.103
C -3.5290 3.5716 0.0236 -0.007 0.017 -0.042 0.043
C -3.0041 3.0210 -1.1325 -0.022 0.009 0.012 0.001
C -2.0133 2.0631 -1.0208 0.012 -0.042 -0.012 -0.144
N -1.5170 1.6465 0.1520 0.049 0.142 -0.022 -0.034
C -1.9928 2.2322 1.2578 -0.002 -0.085 0.044 -0.106
H -3.1956 4.3392 4.3770 0.029 0.006 0.010 0.125
H -1.8185 4.1570 3.3730 0.001 0.013 0.028 0.105
H -4.3399 4.2884 -0.0035 -0.003 -0.010 0.010 0.141
H -3.3681 3.3093 -2.1086 0.004 -0.001 0.003 0.125
H -1.6016 1.5964 -1.9077 -0.002 0.011 0.003 0.101
H -1.5919 1.8829 2.2004 -0.004 0.017 0.000 0.083



No. 4
17
Properties=species:S:1:pos:R:3:forces:R:3:nbo_charge:R:1 method="wB97M-V/def2-TZVPD" lumo_energy_ev=0.837 gap_ev=9.52 total_charge=0 smiles="C=CCCC(=C)O" max_force_ev_per_a=0.4 relative_energy_kj_mol=101.2
C -2.4261 -0.1779 0.2643 0.105 0.014 -0.005 -0.404
C -1.3514 0.1129 -0.4604 -0.225 -0.127 0.052 -0.162
C 0.8689 1.4389 1.0571 0.210 -0.089 0.029 -0.512
C 1.4203 0.5633 0.2220 -0.262 0.118 0.262 0.312
O 2.2493 0.9970 -0.7784 0.070 -0.129 -0.073 -0.681
C 0.9637 -0.8680 0.1432 -0.025 0.104 0.043 -0.454
C -0.2904 -0.9163 -0.7572 -0.054 -0.050 -0.180 -0.435
H -3.2394 0.5170 0.4337 0.142 0.104 0.021 0.201
H -2.5194 -1.1496 0.7427 -0.071 -0.007 -0.154 0.184
H -0.7637 -1.8916 -0.6586 0.131 -0.189 -0.116 0.212
H -1.2263 1.1019 -0.8977 -0.079 -0.159 0.075 0.207
H 0.1859 1.0867 1.8213 0.075 0.116 -0.153 0.211
H 1.0371 2.5014 0.9402 0.150 -0.043 0.158 0.212
H 2.6668 0.2295 -1.1836 -0.009 0.092 -0.045 0.473
H 1.7359 -1.5293 -0.2809 -0.109 0.177 0.144 0.202
H 0.7254 -1.2497 1.1428 0.013 0.177 -0.181 0.226
H 0.0238 -0.7918 -1.8015 -0.064 -0.110 0.124 0.209